# 1
{
  "formula": "C28H26Cl5O10P3Tc",
  "method": "ωB97M-V with the def2-TZVPD basis set",
  "species": ["Tc", "O", "P", "O", "O", "O", "P", "O", "O", "O", "H", "H", "Cl", "C", "C", "Cl", "C", "Cl", "C", "O", "C", "O", "C", "Cl", "Cl", "C", "C", "C", "C", "C", "C", "P", "C", "C", "C", "C", "C", "C", "C", "C", "C", "C", "C", "C", "H", "H", "H", "H", "H", "H", "H", "H", "H", "H", "H", "H", "H", "H", "C", "C", "O", "C", "C", "H", "H", "H", "H", "H", "H", "H", "H", "H", "H"],
  "xyz": [[-1.057142, 0.530523, 1.071882], [-1.338184, 4.215380, 1.375839], [-2.329510, 3.176842, 2.087349], [-3.075063, 3.754189, 3.200491], [-1.441560, 1.950010, 2.403493], [-3.240631, 2.736173, 0.819368], [-4.050685, 1.329272, 0.805698], [-4.846493, 1.486342, -0.565256], [-4.911221, 1.089064, 1.959938], [-2.974947, 0.234853, 0.584384], [-1.639764, 5.118317, 1.556288], [-4.420449, 2.089718, -1.191081], [-3.661492, -0.917992, -5.148827], [-2.838469, -0.165503, -3.840241], [-2.679910, 1.216433, -3.810143], [-3.282729, 2.177104, -5.099687], [-2.061171, 1.827221, -2.725350], [-1.891037, 3.534761, -2.624665], [-1.560016, 1.071881, -1.656622], [-1.000823, 1.632876, -0.619501], [-1.652742, -0.335224, -1.744644], [-1.072685, -1.032678, -0.676640], [-2.335120, -0.937006, -2.786454], [-2.616855, -2.636061, -2.791454], [1.325011, 1.286406, 2.207826], [2.911311, 0.927769, 1.545910], [4.028860, 1.166446, 2.326125], [5.285238, 0.924493, 1.794191], [5.425683, 0.460101, 0.493831], [4.298982, 0.232973, -0.280199], [3.026913, 0.452230, 0.240602], [1.476581, 0.178531, -0.675989], [1.297263, -1.614290, -0.635357], [2.193904, -2.517626, -0.128759], [1.830126, -3.845606, 0.126110], [0.469353, -4.226998, 0.034208], [-0.468528, -3.378949, -0.442395], [-0.087218, -2.062663, -1.033835], [1.891068, 0.556186, -2.410000], [2.225373, -0.423614, -3.342423], [2.450730, -0.069983, -4.664648], [2.340574, 1.254874, -5.060138], [2.000653, 2.233091, -4.134379], [1.764625, 1.884937, -2.814921], [3.916113, 1.549527, 3.332038], [6.161633, 1.112900, 2.400007], [6.410379, 0.277771, 0.084042], [4.386124, -0.109934, -1.304545], [3.196674, -2.189250, 0.115157], [2.568087, -4.554709, 0.475145], [0.172481, -5.207039, 0.386999], [-1.516761, -3.639438, -0.464581], [-0.131944, -2.135829, -2.130081], [2.316344, -1.456080, -3.025652], [2.711247, -0.832073, -5.388361], [2.510994, 1.525673, -6.093989], [1.902249, 3.264023, -4.448789], [1.462299, 2.634464, -2.091395], [-3.015848, -0.111402, 4.440504], [-2.701585, -1.048710, 3.289939], [-1.360627, -0.882698, 2.742425], [-0.326238, -1.236112, 3.676185], [0.759439, -2.032740, 2.984691], [-4.023239, -0.330453, 4.792731], [-2.998931, 0.923734, 4.109632], [-2.319645, -0.237218, 5.271889], [-3.389103, -0.869278, 2.472438], [-2.787310, -2.094351, 3.599899], [-0.774656, -1.844796, 4.461763], [0.074728, -0.329061, 4.131658], [0.327810, -2.906880, 2.497701], [1.489774, -2.365324, 3.723755], [1.271696, -1.439549, 2.228863]],
  "forces_ev_per_angstrom": [[-0.423, -0.437, -0.772], [-0.177, 0.080, 0.101], [-0.009, 0.746, -0.114], [-0.009, 0.008, 0.032], [0.228, -0.422, -0.392], [-0.065, -0.274, 0.420], [-0.473, 0.214, -0.151], [0.067, 0.088, 0.008], [-0.085, 0.026, -0.011], [0.589, 0.034, 0.236], [0.100, -0.194, -0.019], [-0.017, -0.145, 0.096], [-0.008, -0.025, -0.026], [0.065, 0.010, 0.128], [0.000, -0.057, 0.025], [-0.004, 0.047, -0.040], [0.070, -0.031, 0.125], [0.003, 0.080, -0.004], [0.051, -0.391, -0.201], [-0.171, 0.157, 0.460], [0.088, 0.320, -0.068], [-0.311, -0.090, 0.040], [-0.047, 0.062, -0.112], [-0.011, -0.083, 0.043], [0.265, 0.284, 0.350], [0.105, -0.187, -0.370], [-0.158, 0.094, 0.220], [0.051, -0.001, -0.013], [0.003, -0.015, -0.058], [-0.005, 0.054, 0.089], [-0.272, -0.046, -0.039], [0.600, -0.086, 0.027], [-0.103, 0.038, 0.142], [-0.054, 0.201, -0.208], [-0.008, -0.136, 0.023], [-0.025, -0.090, -0.002], [-0.073, 0.124, 0.032], [0.256, -0.093, 0.116], [-0.149, -0.093, 0.076], [0.033, 0.096, 0.078], [0.018, -0.074, -0.064], [-0.004, 0.014, 0.011], [0.002, 0.030, -0.045], [-0.023, -0.019, 0.055], [0.002, -0.022, -0.015], [-0.011, -0.003, 0.009], [-0.001, 0.023, 0.007], [0.053, -0.011, 0.012], [0.018, 0.001, -0.002], [-0.006, 0.029, 0.037], [-0.006, 0.009, -0.015], [0.008, -0.017, -0.015], [0.009, 0.017, 0.016], [0.003, -0.021, -0.046], [-0.008, 0.009, 0.002], [0.000, -0.001, 0.003], [-0.011, -0.001, 0.021], [-0.019, 0.025, -0.037], [0.229, -0.026, -0.179], [-0.378, 0.040, 0.263], [0.083, 0.202, -0.309], [0.306, -0.150, 0.007], [-0.194, 0.070, 0.011], [-0.012, -0.016, -0.007], [-0.017, 0.039, 0.039], [-0.041, -0.001, 0.030], [0.057, -0.040, -0.068], [0.120, -0.009, -0.050], [-0.088, 0.054, 0.005], [-0.086, 0.020, 0.034], [0.027, -0.018, 0.013], [0.036, 0.019, -0.016], [0.014, -0.041, 0.022]],
  "s_squared": 3.80,
  "fmax_ha_per_bohr": 0.019,
  "orbital_gap_ev": [7.9856, 6.1629],
  "lumo_energy_ev": [0.0, -1.8],
  "molar_mass_g_mol": 890.7,
  "homo_ev": [-7.98, -7.94],
  "energy_ha": -5241.03927,
  "multiplicity": 4
}



# 2
{
  "formula": "C28H26ClMoPS4Sb",
  "method": "ωB97M-V with the def2-TZVPD basis set",
  "species": ["Mo", "Cl", "C", "C", "C", "C", "C", "C", "P", "C", "C", "C", "C", "C", "C", "C", "C", "C", "C", "C", "C", "H", "H", "H", "H", "H", "H", "H", "H", "H", "H", "H", "H", "H", "H", "S", "Sb", "S", "S", "S", "C", "C", "C", "C", "C", "C", "C", "C", "C", "C", "H", "H", "H", "H", "H", "H", "H", "H", "H", "H", "H", "H"],
  "xyz": [[-0.210075, 1.240577, 1.379145], [-2.078207, -1.787875, 2.280079], [-0.578635, -2.558576, 2.718203], [-0.627361, -3.513178, 3.715667], [0.537906, -4.174345, 4.079214], [1.732692, -3.878600, 3.443986], [1.764514, -2.914942, 2.446593], [0.605722, -2.236917, 2.067228], [0.699391, -1.017602, 0.726546], [0.055334, -1.803159, -0.759096], [-0.091518, -3.189505, -0.791765], [-0.455315, -3.820429, -1.971618], [-0.653142, -3.071949, -3.122323], [-0.511314, -1.690990, -3.088761], [-0.170836, -1.050100, -1.907955], [2.465644, -0.753322, 0.454733], [3.090906, -1.239644, -0.690413], [4.451385, -1.024774, -0.872645], [5.180755, -0.332556, 0.082110], [4.555659, 0.149332, 1.227075], [3.202233, -0.059831, 1.415310], [-1.568254, -3.734428, 4.198275], [0.504400, -4.920891, 4.860316], [2.641450, -4.392048, 3.722932], [2.702261, -2.683833, 1.960839], [0.079622, -3.781016, 0.097657], [-0.574741, -4.895105, -1.990295], [-0.922365, -3.565150, -4.046036], [-0.667729, -1.106041, -3.983658], [-0.079072, 0.033242, -1.904118], [2.527835, -1.776566, -1.440592], [4.937597, -1.398153, -1.762762], [6.238330, -0.164712, -0.065132], [5.119618, 0.696914, 1.969954], [2.730068, 0.327247, 2.313935], [3.336334, 2.803057, 3.857024], [1.316925, 3.401796, 3.278963], [1.093513, 2.766140, 0.620000], [-0.245249, 1.338504, 3.563636], [0.004914, 5.130736, 3.477449], [-4.186439, 1.922935, -0.262781], [-2.715917, 2.371932, -0.227766], [-2.661908, 3.753353, 0.445386], [-1.954183, 1.422745, 0.687688], [-2.101381, 2.387845, -1.631414], [-2.516423, 1.464657, -2.588961], [-2.008247, 1.499204, -3.878847], [-1.043051, 2.432158, -4.226802], [-0.603418, 3.341135, -3.277149], [-1.137563, 3.326237, -1.995551], [-4.623475, 2.016850, 0.731997], [-4.297814, 0.887144, -0.580319], [-4.755866, 2.550083, -0.948559], [-3.158417, 3.719421, 1.415898], [-3.186303, 4.468701, -0.188111], [-1.645807, 4.108013, 0.614727], [-2.593190, 0.839497, 1.365078], [-3.262106, 0.721728, -2.343906], [-2.374934, 0.796391, -4.614638], [-0.649192, 2.464668, -5.233439], [0.137893, 4.084844, -3.535503], [-0.803456, 4.069155, -1.286727]],
  "forces_ev_per_angstrom": [[-0.204, 0.421, -0.006], [0.153, 0.121, -0.110], [-0.303, -0.022, 0.056], [0.106, -0.063, 0.056], [-0.065, 0.033, -0.010], [-0.024, 0.075, -0.067], [0.055, -0.071, 0.088], [0.205, 0.034, -0.037], [-0.188, 0.067, -0.152], [0.014, -0.207, 0.089], [-0.015, -0.001, -0.032], [-0.001, 0.029, 0.015], [0.001, 0.013, 0.033], [-0.027, 0.022, 0.012], [0.006, 0.105, -0.063], [0.028, -0.074, -0.125], [0.061, 0.058, 0.045], [-0.016, 0.023, 0.056], [-0.052, -0.027, -0.021], [0.016, 0.012, 0.016], [-0.021, 0.036, 0.005], [-0.015, -0.004, 0.005], [-0.002, -0.012, 0.015], [0.024, -0.007, -0.002], [-0.001, -0.023, -0.004], [0.014, -0.006, 0.020], [0.001, -0.003, -0.007], [-0.008, -0.001, -0.026], [-0.017, 0.025, -0.021], [0.020, -0.047, 0.062], [-0.029, -0.027, -0.017], [0.010, -0.011, -0.024], [0.032, 0.010, -0.003], [-0.001, 0.001, 0.012], [0.009, -0.028, -0.014], [0.255, -0.104, 0.026], [-0.015, -0.161, 0.089], [-0.294, -0.268, -0.020], [-0.042, -0.025, 0.079], [-0.192, 0.221, -0.013], [-0.016, 0.013, -0.039], [0.047, -0.362, -0.001], [0.007, 0.061, 0.064], [0.538, 0.161, -0.174], [-0.024, 0.038, 0.078], [-0.008, 0.048, -0.027], [0.068, -0.034, 0.027], [0.010, 0.012, -0.011], [-0.036, -0.004, 0.050], [-0.004, -0.053, -0.028], [-0.003, 0.004, 0.006], [0.000, -0.009, 0.020], [0.000, 0.014, 0.001], [-0.010, -0.004, -0.006], [-0.020, 0.052, 0.006], [-0.030, -0.014, -0.032], [0.009, -0.035, 0.153], [-0.010, -0.014, -0.019], [-0.011, -0.027, -0.031], [0.003, -0.013, -0.019], [0.022, 0.012, -0.021], [-0.011, 0.044, 0.000]],
  "charge": 1,
  "fmax_ha_per_bohr": 0.011,
  "de_lowest_kj_mol": 26.7,
  "orbital_gap_ev": 6.8504,
  "lumo_energy_ev": -4.9,
  "molar_mass_g_mol": 774.9,
  "homo_ev": -11.71,
  "energy_ha": -3785.10833
}



# 3
{
  "formula": "C28H26F12N2O16S2",
  "method": "ωB97M-V with the def2-TZVPD basis set",
  "species": ["O", "C", "C", "C", "C", "C", "C", "S", "C", "C", "C", "F", "F", "C", "F", "F", "C", "F", "F", "F", "C", "N", "S", "N", "C", "H", "H", "H", "H", "H", "H", "H", "H", "H", "H", "H", "C", "C", "O", "C", "O", "O", "F", "H", "H", "H", "C", "C", "O", "C", "O", "O", "F", "H", "H", "H", "C", "C", "O", "C", "O", "O", "F", "H", "H", "H", "C", "C", "O", "C", "O", "O", "F", "H", "H", "H", "C", "C", "O", "C", "O", "O", "F", "H", "H", "H"],
  "xyz": [[1.216958, -1.049985, 0.686216], [2.423507, -0.964285, -0.096876], [3.101921, 0.430416, 0.000443], [2.452423, 1.410443, -1.070426], [1.685139, 2.612019, -0.403558], [0.170179, 2.387955, -0.322024], [-0.518270, 2.571485, 0.861618], [0.273985, 3.124351, 2.385438], [-1.975736, 2.306567, 0.918485], [-2.692875, 1.892705, -0.175969], [-4.187636, 1.646834, 0.032628], [-4.853018, 2.422796, -0.897500], [-4.602112, 2.099886, 1.246782], [-4.674180, 0.177727, -0.227616], [-4.536957, -0.213919, -1.502915], [-6.025461, 0.175956, 0.024805], [-4.075813, -0.942115, 0.698821], [-4.518474, -0.898366, 1.969956], [-4.546189, -2.126829, 0.207578], [-2.741660, -1.033338, 0.674451], [-2.029824, 1.725031, -1.455674], [-2.540832, 1.377976, -2.614561], [-1.336377, 1.308462, -3.730744], [-0.134207, 1.764394, -2.738356], [-0.560689, 1.974905, -1.508526], [0.692477, -0.262581, 0.481644], [3.086283, -1.769232, 0.278160], [2.163255, -1.215037, -1.148273], [4.156634, 0.261415, -0.287122], [3.023543, 0.851070, 1.018676], [3.239838, 1.803229, -1.733236], [1.788985, 0.787414, -1.693687], [2.068832, 2.666688, 0.632458], [1.956320, 3.563728, -0.900889], [-0.454703, 4.232479, 2.713142], [-2.496656, 2.460489, 1.871987], [-3.606647, -5.474228, 0.884688], [-3.447032, -5.424573, 2.378160], [-2.832987, -6.668854, 2.666610], [-2.108753, -7.002435, 1.557621], [-1.265163, -7.834306, 1.532782], [-2.476925, -6.252401, 0.484099], [-4.649900, -5.375394, 3.001851], [-4.515763, -5.976037, 0.584935], [-3.583711, -4.485687, 0.430305], [-2.815207, -4.610344, 2.740315], [-4.066415, 0.649455, 4.556662], [-4.046252, 1.084072, 5.996152], [-3.071366, 2.112537, 5.995045], [-3.099711, 2.658919, 4.743910], [-2.614414, 3.701261, 4.453849], [-3.758757, 1.852181, 3.868913], [-3.630286, 0.084505, 6.809550], [-3.299887, -0.096126, 4.335796], [-5.034098, 0.260385, 4.247236], [-4.996085, 1.480422, 6.361459], [7.395411, 3.058775, -3.213573], [6.480483, 2.957251, -4.398762], [5.861507, 1.694356, -4.208140], [5.838190, 1.485712, -2.861752], [5.165944, 0.670102, -2.320151], [6.674532, 2.335395, -2.214276], [7.178682, 2.932390, -5.561476], [8.359889, 2.575053, -3.384613], [7.566254, 4.082386, -2.908163], [5.717395, 3.735736, -4.446826], [7.636694, 5.951194, 0.666239], [6.262603, 5.564259, 1.141212], [5.474769, 5.716225, -0.027135], [6.307172, 5.484596, -1.077715], [5.942112, 5.263286, -2.186144], [7.609833, 5.528583, -0.698932], [5.810216, 6.417970, 2.088816], [7.804664, 7.028711, 0.710159], [8.428588, 5.448802, 1.217661], [6.182169, 4.537876, 1.505264], [-2.963450, -7.228450, -2.690910], [-4.304937, -7.616540, -2.131315], [-5.172036, -7.433751, -3.230651], [-4.415036, -7.647906, -4.351052], [-4.859558, -7.839242, -5.430827], [-3.087320, -7.619733, -4.058960], [-4.683758, -6.776110, -1.128891], [-2.783846, -6.153098, -2.634103], [-2.139826, -7.748084, -2.205994], [-4.366590, -8.649827, -1.784267]],
  "forces_ev_per_angstrom": [[0.175, 0.265, -0.190], [-0.016, -0.024, 0.444], [-0.362, -0.391, -1.434], [0.192, -0.141, 0.795], [0.232, -0.755, 0.049], [1.008, 0.442, 0.309], [-1.425, 0.077, -0.598], [-0.060, -0.028, -0.144], [0.755, 0.015, -0.586], [-0.066, 0.035, 0.998], [0.480, 1.055, -1.476], [0.068, -0.613, 0.403], [0.145, -0.932, -0.564], [-1.292, 0.143, 0.819], [0.492, 0.374, 0.604], [0.714, -0.071, 0.087], [-0.510, -1.583, -0.403], [0.532, 0.639, -0.632], [0.250, 0.637, 0.149], [-0.539, 0.532, 0.164], [1.295, 0.354, 0.605], [-0.182, -0.283, -0.566], [-0.158, 0.687, 2.235], [1.053, 0.078, -0.513], [-2.281, -0.476, 0.043], [0.038, -0.181, 0.057], [-0.380, 0.468, -0.076], [0.411, 0.247, 0.411], [-0.454, 0.333, 0.386], [0.127, -0.391, -0.337], [-0.420, -0.187, 0.339], [0.278, 0.566, 0.128], [-0.252, 0.316, -0.618], [-0.462, -0.425, 0.122], [-0.029, -0.639, -0.485], [0.366, -0.117, -0.464], [-0.009, 0.694, -0.152], [-0.325, -0.201, 0.181], [0.339, 0.380, -0.413], [0.305, -0.444, -0.053], [-0.150, 0.021, -0.038], [-0.039, -0.082, 0.429], [0.048, 0.050, 0.099], [-0.111, 0.048, 0.482], [0.211, -0.095, -0.094], [-0.107, -0.012, 0.138], [-0.404, -0.597, -0.360], [0.387, -0.270, 0.265], [-0.501, 0.144, -0.453], [0.363, 0.351, -0.116], [-0.015, -0.135, -0.019], [0.193, 0.368, 0.440], [-0.046, 0.062, 0.083], [0.031, -0.007, 0.256], [0.007, 0.185, -0.100], [0.044, -0.079, 0.125], [0.661, 0.274, 0.225], [0.249, -0.159, -0.417], [-0.118, 0.358, 0.512], [-0.107, -0.397, 0.201], [0.286, -0.007, -0.204], [-0.196, -0.119, -0.307], [-0.094, -0.005, -0.061], [-0.141, -0.144, -0.238], [-0.095, -0.092, 0.110], [0.058, 0.003, -0.105], [0.618, -0.037, 0.183], [-0.262, 0.431, 0.270], [0.482, -0.416, -0.131], [-0.234, 0.079, -0.355], [-0.136, 0.311, 0.152], [-0.411, -0.022, 0.057], [-0.071, -0.078, 0.012], [-0.215, 0.000, 0.064], [0.020, -0.114, -0.221], [-0.089, 0.066, 0.085], [0.659, -0.064, 0.127], [-0.180, 0.348, 0.026], [0.443, -0.368, 0.004], [-0.055, 0.035, -0.649], [0.006, 0.078, 0.128], [-0.455, -0.001, 0.228], [-0.304, -0.386, -0.553], [-0.192, -0.002, 0.105], [0.006, -0.070, -0.185], [-0.078, 0.093, 0.177]],
  "fmax_ha_per_bohr": 0.046,
  "orbital_gap_ev": 7.9734,
  "lumo_energy_ev": -1.1,
  "molar_mass_g_mol": 938.6,
  "homo_ev": -9.10,
  "energy_ha": -4390.74055
}